37
Properties=species:S:1:pos:R:3:nbo_charge:R:1 method="wB97M-V/def2-TZVPD" total_charge=+1 homo_ev=-13.8 gap_ev=10.8 e_tot_ev=-24966.64105 mol_weight_g_mol=217.188 relative_energy_kj_mol=423.6
H 2.93112 2.16091 2.86405 0.470
O 3.40879 2.05929 1.97975 -0.926
O 1.50667 -1.79293 3.69241 -0.950
H -1.07573 -0.05696 -1.66623 0.554
H -1.66703 -0.23179 -0.25676 0.519
H 2.46910 0.54115 -0.05510 0.485
H -1.04135 -3.64983 -1.84078 0.501
O -1.24441 1.75385 -0.34306 -0.960
H 3.92226 0.38305 -0.81383 0.493
O -1.82360 -3.19611 -1.75815 -0.956
H 1.58631 -1.14951 -1.89161 0.507
H 0.25251 1.38452 -2.70817 0.492
O 0.57697 0.63273 -2.13839 -0.935
H 0.55204 1.24902 -1.31386 0.489
H -2.47281 -3.64417 -1.13302 0.501
H -2.02762 -1.43698 -1.47081 0.553
H 0.66546 4.87423 -0.65893 0.492
H 2.41291 -1.83793 3.89400 0.487
H 0.46543 4.52421 -2.13086 0.484
H -4.78622 0.56549 1.34741 0.464
H -1.82334 2.08326 0.29227 0.491
O -4.67146 0.28772 0.44544 -0.920
O 0.52097 4.12165 -1.28584 -0.974
O -0.11496 -2.36681 1.36192 -0.939
H -0.58584 0.60851 1.20020 0.490
H 1.16105 -2.37241 4.30733 0.472
O 3.16362 0.02157 -0.48886 -0.974
H -3.98931 -0.43106 0.62894 0.457
O -1.15734 -0.08524 0.99244 -0.974
H -0.53534 -1.02256 1.04045 0.510
H -0.06903 -2.27551 2.41205 0.524
H 1.57843 -2.34965 -2.92924 0.481
H 1.02999 -2.27091 1.09514 0.532
O -2.07202 -0.37407 -1.25356 -0.883
O 1.15072 -2.03787 -2.12428 -0.992
H 2.83306 2.86554 1.52643 0.457
H -1.02999 2.46564 -0.81892 0.479

37
Properties=species:S:1:pos:R:3:nbo_charge:R:1 method="wB97M-V/def2-TZVPD" total_charge=+1 homo_ev=-13.9 gap_ev=11.1 e_tot_ev=-24968.94165 mol_weight_g_mol=217.188 relative_energy_kj_mol=201.6
O 0.18611 -0.11493 0.33574 -0.932
O -3.08777 -1.31744 0.99056 -0.956
H -0.86774 -0.74475 -1.86829 0.472
H -2.57814 0.13679 3.78100 0.491
H 2.77038 -1.10289 -0.42977 0.458
O -0.61898 -0.28057 -2.67956 -0.948
O 1.84237 4.03733 -0.32260 -0.940
H 1.03933 0.30093 0.51125 0.531
O 3.40732 0.61624 0.86847 -1.006
H -1.71483 -0.97127 4.66833 0.489
H 3.66808 -2.20432 -0.74115 0.481
O 3.09203 -1.90981 -0.00963 -0.920
O -2.44440 -2.54424 -2.93222 -0.954
H -0.14618 -0.56950 1.12855 0.526
H 3.72418 -0.27141 0.61786 0.503
H -2.47339 -3.41067 -2.65429 0.482
H -3.42301 -1.85255 1.71887 0.483
H -1.84411 0.58528 -1.67387 0.533
O 2.00643 2.43860 2.44881 -0.972
H -0.88125 -3.76412 -1.97196 0.481
O 0.37129 2.13236 -1.17111 -1.032
H 1.14168 4.59091 -0.69665 0.491
O -1.14860 -3.67998 -1.05963 -0.968
H -0.88656 0.63134 -0.25430 0.537
H -1.27123 1.84051 -0.80695 0.559
O -1.80712 -0.12021 4.27602 -0.979
H 1.97550 4.35183 0.58006 0.513
H -1.06294 -0.80546 -3.36595 0.512
H 1.02842 2.74010 -0.70032 0.515
H -2.73680 -1.93975 0.34351 0.474
H 3.48131 1.31632 0.21565 0.493
H -2.97419 -2.00289 -2.34511 0.474
H 0.81649 1.80255 -1.96200 0.503
H 2.27221 1.51033 2.46845 0.490
O -1.82263 0.95942 -0.74368 -0.854
H -1.03088 -4.52797 -0.61534 0.489
H 2.19343 2.76049 3.32605 0.480

37
Properties=species:S:1:pos:R:3:nbo_charge:R:1 method="wB97M-V/def2-TZVPD" total_charge=+1 homo_ev=-13.6 gap_ev=10.4 e_tot_ev=-24965.94951 mol_weight_g_mol=217.188 relative_energy_kj_mol=490.3
H 0.82764 2.22414 2.77686 0.497
O -0.28538 -1.98321 -1.40971 -1.001
H -2.20055 -1.63635 0.74354 0.530
H 0.02765 -0.74632 -3.04094 0.480
H 2.25251 -1.73854 -1.44861 0.482
O 0.89556 1.33788 2.42161 -0.941
O -0.98389 -3.15921 1.03937 -0.966
H 1.42889 4.26538 0.72335 0.477
O -3.28863 0.50120 -1.70871 -0.924
O 0.15159 -0.14505 0.19263 -0.816
H -3.04592 0.23010 -0.90351 0.457
H 0.18377 0.76716 -3.01837 0.476
H -0.85177 -2.43569 -1.99509 0.490
H 0.88467 -0.71351 -0.24050 0.559
H -1.11779 2.89124 -1.24897 0.520
O -2.21775 -0.57255 0.72682 -0.968
H -0.45001 -2.68513 1.53431 0.480
O 0.60902 -1.41599 2.72501 -0.936
H 0.24138 -1.13585 3.46540 0.464
H -2.34112 -0.23760 1.50444 0.474
H -0.66655 -0.56284 0.05676 0.538
O 2.60046 -1.11398 -0.89768 -0.912
O 0.80691 3.73991 1.42652 -0.951
H 0.36304 3.21673 0.81467 0.473
H -0.10992 0.63725 -0.37935 0.583
H -1.73886 2.28842 0.12287 0.497
O -0.31873 0.10227 -2.63235 -0.951
O -1.04091 2.23380 -0.49631 -0.981
H 0.09814 1.00629 2.90496 0.442
O 2.58329 1.32838 -1.14126 -0.976
H 2.94517 0.54831 -1.61840 0.492
H -2.68265 -0.06543 -2.20821 0.463
H -0.46801 -4.13017 1.21825 0.513
H 1.29669 -0.89151 2.65829 0.481
H -0.25532 -2.59991 -0.63096 0.499
H 3.06978 -1.54490 -0.30682 0.480
H 2.79761 2.19528 -1.72991 0.475

38
Properties=species:S:1:pos:R:3:nbo_charge:R:1 method="wB97M-V/def2-TZVPD" total_charge=-1 homo_ev=-5.7 gap_ev=8.4 e_tot_ev=-27023.93014 mol_weight_g_mol=233.187 relative_energy_kj_mol=332.4
O -2.28456 0.07521 -3.20022 -0.941
H -2.26432 -0.78965 -2.79777 0.472
H -2.68442 1.25643 0.06676 0.473
O 1.79255 -2.38799 -2.19345 -0.934
H -0.45215 -1.55391 0.83877 0.509
H 0.61711 1.94269 2.06714 0.477
O 1.76368 0.61454 -2.21123 -0.935
H -1.34434 -2.00359 2.93994 0.491
H 3.30637 1.03915 1.68104 0.490
H -1.36146 -3.24010 -1.01151 0.508
H 1.65768 0.49744 -3.16338 0.448
O 0.83165 1.70277 2.96379 -0.920
O 3.57105 1.85499 1.22042 -0.958
O -2.04009 -3.46387 -1.68465 -0.979
H 0.27914 2.37306 3.39457 0.444
H -1.99348 -2.01564 0.89022 0.456
O -1.77328 -1.23725 3.30382 -0.997
O -1.29969 -1.88731 0.23109 -1.089
O -1.83631 2.75982 -3.19718 -0.959
O 0.63041 -0.97828 1.49380 -1.181
H 1.19877 -0.09422 -1.88035 0.487
H -1.33231 0.24422 -3.21646 0.469
H 0.53761 3.93935 1.45860 0.456
H -1.32647 -0.40629 3.42995 0.506
H -2.49085 -2.63575 -1.74595 0.450
H 0.76412 4.45480 0.14784 0.470
H 2.07449 -0.81822 2.19914 0.516
H 0.96999 -1.82358 1.81511 0.417
H 1.93533 -3.10014 -1.57069 0.473
O 2.91368 -1.03150 2.70634 -1.040
H -2.34701 -0.32153 -0.28978 0.515
H 1.29663 -2.81224 -2.87924 0.462
O 0.02246 4.12606 0.66806 -0.927
O -2.47502 0.60662 -0.50666 -1.009
H 3.05440 -0.58202 3.52770 0.462
H -1.92846 2.31524 -2.33656 0.486
H -2.09091 1.98066 -3.71455 0.470
H 4.10801 1.40002 0.55552 0.461

38
Properties=species:S:1:pos:R:3:nbo_charge:R:1 method="wB97M-V/def2-TZVPD" total_charge=-1 homo_ev=-6.2 gap_ev=9.2 e_tot_ev=-27021.72759 mol_weight_g_mol=233.187 relative_energy_kj_mol=544.9
H -2.81342 1.71107 0.21434 0.465
O -2.70759 1.40413 1.10602 -0.996
H 0.35542 0.39221 3.83543 0.449
O -1.96091 -1.18249 2.59761 -0.969
O -0.40522 2.15133 -1.70406 -0.976
O -4.10292 -1.06908 -0.45763 -0.948
O 0.33155 0.29475 2.98379 -0.939
H -0.62323 1.37911 -1.25022 0.491
H -0.33978 -3.73679 1.73922 0.472
H 1.80721 3.99217 -1.05289 0.491
H 3.96465 0.16944 -1.74463 0.512
O 3.23291 2.56863 -1.31087 -1.007
H 2.36642 2.48027 -1.82658 0.480
H -0.52702 2.91563 -1.27807 0.480
H 4.46077 -0.20885 -0.29404 0.465
O -1.15145 -0.47453 0.22374 -1.132
H -3.30881 -1.49085 -0.02785 0.488
O -1.48304 -2.94277 -0.46308 -1.018
O 0.76829 -1.77469 -0.63151 -1.169
H -0.70315 -2.15199 -0.49256 0.484
O 0.25525 -3.16329 2.09504 -0.975
H -3.67569 -0.87108 -1.34835 0.455
O 2.07854 -0.05858 -3.12106 -0.997
H 0.90425 4.12123 0.23507 0.478
H 0.06378 -0.53089 2.70246 0.490
H 0.69874 -2.73115 -0.73968 0.474
H 1.74014 -0.31102 -2.21933 0.519
O 3.91914 0.30794 -0.76494 -0.962
H -1.80560 0.88831 1.14497 0.498
H 1.48876 0.64295 -3.49368 0.477
H -1.70840 -2.81519 -1.28323 0.441
H 3.19670 1.93200 -0.47700 0.520
H 0.33785 -2.30264 1.57610 0.497
H -2.18357 -1.27993 3.55580 0.465
H -1.53750 -1.33590 0.45930 0.477
H -1.78521 -0.18392 2.41993 0.499
O 0.95214 4.17835 -0.73888 -0.977
H -0.09999 -0.91390 -0.16870 0.500

42
Properties=species:S:1:pos:R:3:nbo_charge:R:1 method="wB97M-V/def2-TZVPD" total_charge=-1 homo_ev=-7.1 gap_ev=7.7 e_tot_ev=-43999.29277 mol_weight_g_mol=313.251 relative_energy_kj_mol=212.9
H 3.36356 -1.10535 -1.53061 0.436
H -1.69284 3.54485 1.86083 0.543
H 4.03297 -0.29964 1.40249 0.470
O 1.44515 0.13768 -0.05190 -1.065
O -0.52992 1.08271 0.98447 -1.116
H -0.93299 0.68830 2.44285 0.479
O -2.81528 1.59694 -2.19496 -0.982
O 3.31400 -0.90337 1.25391 -0.978
H 0.62226 0.16875 3.64491 0.482
O 1.63009 0.37228 3.64624 -0.964
H 0.09757 -3.86979 -0.45401 0.476
S -0.00181 0.24527 -0.02859 2.744
H 2.94806 1.20542 -0.38073 0.478
H -0.92013 -2.30595 -2.39188 0.492
O -1.24811 0.31060 3.29837 -0.989
O -1.42307 -2.41894 2.26338 -0.970
H -1.46297 -0.48667 2.99198 0.481
H -1.05799 -2.16264 1.40420 0.494
H -3.48667 -0.74352 -0.71904 0.447
H -2.37603 -1.33092 0.09850 0.493
H -0.81384 2.64644 1.23028 0.541
H 1.75879 -0.07941 2.92302 0.451
H -1.40733 -0.91202 -2.97336 0.463
O -0.64881 -1.07800 0.09727 -1.113
H -0.30497 -2.32827 -0.77544 0.494
O -1.01600 3.48038 1.19938 -0.738
O 0.27792 1.85255 -3.43204 -0.997
H -0.58983 -2.83600 2.66968 0.462
H -3.13743 0.75889 -2.36978 0.444
O 3.33575 2.02415 -0.73945 -0.922
O -3.30850 -0.91973 0.17294 -0.965
H -1.33882 3.90214 0.24703 0.601
H -0.12950 1.58807 -2.63182 0.493
H 2.05776 -0.91692 -1.09259 0.474
O 2.61722 -1.06536 -1.99251 -0.955
H -2.07541 1.21890 -1.58227 0.493
H 3.21255 2.31959 0.06525 0.434
H 1.10935 1.36785 -3.61925 0.478
O -1.18497 -1.79898 -3.24337 -0.976
H 2.63100 -0.59459 0.74295 0.481
O -0.52822 0.81209 -1.26676 -1.098
O -0.02256 -3.16778 -1.16959 -0.995

39
Properties=species:S:1:pos:R:3:nbo_charge:R:1 method="wB97M-V/def2-TZVPD" homo_ev=-9.9 gap_ev=9.3 e_tot_ev=-27040.89673 mol_weight_g_mol=234.195 relative_energy_kj_mol=101.3
H -1.70247 2.25353 -0.05674 0.518
O 1.76304 -1.42031 2.77317 -0.961
H -2.99747 -1.61259 -1.50134 0.477
O -0.95345 -3.38374 0.80851 -0.967
H -0.84653 3.29601 -2.13512 0.478
O 1.09417 2.54668 2.02375 -0.968
H -1.43013 -2.61321 0.44787 0.496
H 0.50645 -0.12790 3.73638 0.498
H 1.73477 3.07168 1.53222 0.477
O 0.71151 0.90973 -3.11375 -0.949
O -4.19091 0.57789 0.51040 -0.976
O -1.72778 1.83733 0.84990 -1.001
H -0.36443 0.66030 0.55118 0.505
H 1.29950 2.71296 2.95480 0.494
H 0.79540 -2.38874 -2.59180 0.492
H -1.19118 2.41512 1.40987 0.496
H -3.19056 -0.70700 -0.25681 0.504
H -0.01687 -3.19826 0.66667 0.465
O -2.55107 -1.31264 -0.70408 -0.994
H -0.14464 1.05172 3.01651 0.458
H 1.51057 1.38518 -2.85762 0.479
O -1.13934 2.47249 -1.73159 -0.980
H 2.99997 -3.13765 -0.58443 0.476
H -0.53585 1.78288 -2.08491 0.511
H 0.76292 -1.76608 -3.98501 0.452
H -4.70801 1.36694 0.32517 0.479
H 3.30401 0.92165 -0.27937 0.475
H 1.98247 0.21285 0.12764 0.512
H 1.38732 -1.41698 1.88037 0.493
O -0.17772 0.54936 3.83561 -0.963
H 2.47612 -1.69112 -0.49672 0.495
O 2.91626 0.05241 -0.14859 -0.999
H -3.36913 0.91406 0.91339 0.506
O 2.23624 -2.59050 -0.79348 -0.982
H -0.14565 -0.38854 -0.56316 0.495
O 0.12553 -0.17567 0.34288 -1.005
H 2.71491 -1.49054 2.64869 0.473
H 0.79240 0.78286 -4.06653 0.489
O 0.26962 -2.35218 -3.40394 -0.946

39
Properties=species:S:1:pos:R:3:nbo_charge:R:1 method="wB97M-V/def2-TZVPD" homo_ev=-9.9 gap_ev=9.3 e_tot_ev=-27039.54316 mol_weight_g_mol=234.195 relative_energy_kj_mol=231.9
H -2.11263 -0.35813 -2.02609 0.483
H -0.80562 -3.49731 1.45146 0.489
O 0.10926 -1.10954 3.47448 -0.951
H 1.54909 -2.13879 2.68385 0.497
O 2.67208 1.67953 0.66743 -0.966
H -2.69593 1.38169 0.58276 0.490
H 2.98177 1.79030 1.56876 0.474
O -0.92509 -2.68269 0.95740 -0.997
H -3.51829 2.19724 -0.40302 0.454
H -3.62853 -0.83724 0.17707 0.476
H -0.22907 1.31024 1.06081 0.471
H 3.71371 -1.77485 -1.55077 0.452
H 2.07049 -2.39162 1.24148 0.450
O -2.14329 0.59155 -2.16125 -0.942
H -1.57310 2.41523 -1.88770 0.479
H 0.88126 -0.57559 -0.33508 0.507
H -1.35286 3.75914 -2.57387 0.457
O 1.95499 2.26534 -2.37278 -0.967
H 2.07419 2.12604 -1.42792 0.492
H 1.48571 3.10013 -2.43240 0.472
H -2.25480 -1.36019 0.58953 0.512
O 3.16537 -0.99555 -1.67301 -0.922
H -0.63656 -1.28313 4.05340 0.474
H 1.76453 1.36777 0.76081 0.488
H -0.19035 -2.66354 0.32495 0.492
H -1.21899 2.36391 1.56729 0.479
H -0.28691 -0.89201 2.62661 0.488
O -2.95161 2.28607 0.36385 -0.950
H 2.90390 -1.02627 -2.59766 0.474
O -0.35635 1.98100 1.74917 -0.972
H -3.07440 0.81221 -2.08467 0.467
O -2.72787 -0.55157 0.35201 -0.992
H -0.46679 0.13322 -0.45365 0.486
H 0.77895 -2.99090 -1.33794 0.494
O -1.06547 3.23457 -1.82257 -0.943
O 2.34665 -2.30318 2.16238 -0.961
O 0.41824 0.23213 -0.08481 -0.976
H 2.12651 -2.94741 -0.63757 0.506
O 1.21783 -2.64781 -0.55274 -0.966